(1)
{
  "formula": "C10H18CuN4OSbSe4",
  "method": "the ωB97M-V functional and the def2-TZVPD basis",
  "charge": -2,
  "elements": ["Cu", "Se", "Sb", "Se", "Se", "Se", "N", "C", "C", "C", "C", "C", "N", "H", "H", "H", "H", "H", "H", "C", "N", "C", "C", "O", "N", "C", "C", "H", "H", "H", "H", "H", "H", "H", "H", "H", "H", "H", "H"],
  "xyz": [[1.0978, -0.3114, 0.7874], [3.2366, 3.4667, 3.0232], [2.9484, 0.8971, 3.0058], [0.3909, 0.7153, 2.8403], [3.6502, 0.1969, 0.6554], [5.0309, 3.5920, 4.6060], [2.0807, -2.2304, -1.4394], [1.0957, -2.8702, -0.7777], [0.4890, -4.0551, -1.2641], [-0.4595, -4.6641, -0.4889], [-0.8153, -4.1305, 0.7524], [-0.1863, -2.9558, 1.1337], [0.7272, -2.3257, 0.3901], [2.3611, -2.5220, -2.3558], [2.5056, -1.4096, -0.9912], [0.7876, -4.4645, -2.2216], [-0.9313, -5.5742, -0.8461], [-1.5540, -4.5948, 1.3904], [-0.4044, -2.4431, 2.0687], [-1.1706, 3.5566, 0.4039], [-0.2879, 2.6688, -0.3325], [1.1199, 3.0765, -0.3374], [-0.6074, 1.4288, -0.6960], [0.2236, 0.5952, -1.0770], [-2.0127, 1.1193, -0.6813], [-2.2600, -0.1074, 0.0832], [-2.4812, 0.9564, -2.0506], [-0.6933, 3.7810, 1.3587], [-2.1279, 3.0772, 0.5761], [-1.3181, 4.4845, -0.1570], [1.1716, 4.1092, -0.6911], [1.7118, 2.4187, -0.9588], [1.5203, 3.0151, 0.6723], [-1.8305, -0.0219, 1.0814], [-1.8167, -0.9861, -0.4025], [-3.3408, -0.2447, 0.1585], [-2.3318, 1.8771, -2.6185], [-3.5523, 0.7419, -2.0297], [-1.9670, 0.1369, -2.5704]],
  "forces_ev_per_angstrom": [[0.8, 0.1, 0.4], [0.2, -0.1, 0.2], [0.1, 0.1, 0.1], [-0.3, 0.1, -0.1], [-0.3, 0.0, -0.2], [-0.2, 0.0, -0.2], [-0.1, 0.0, 0.0], [0.2, 0.0, -0.2], [0.3, 0.3, 0.0], [-0.3, -0.2, 0.1], [0.2, 0.2, 0.0], [0.0, 0.1, 0.0], [-0.4, -0.3, -0.1], [0.0, 0.0, 0.1], [0.0, -0.1, 0.0], [0.0, 0.0, 0.0], [0.0, 0.0, 0.0], [0.0, 0.0, 0.0], [-0.1, -0.1, 0.0], [0.1, -0.1, 0.0], [0.2, 0.2, 0.0], [-0.3, 0.0, 0.1], [0.4, -0.4, -0.1], [-0.4, 0.2, -0.2], [-0.2, -0.1, 0.1], [0.0, 0.0, -0.1], [-0.1, 0.1, 0.0], [-0.1, 0.0, 0.1], [0.0, 0.0, 0.0], [0.0, 0.0, 0.0], [0.1, 0.0, 0.0], [0.0, -0.1, -0.1], [0.1, 0.0, 0.1], [0.0, 0.1, 0.0], [0.0, 0.0, 0.0], [0.0, 0.0, 0.0], [0.0, 0.0, 0.0], [0.0, 0.0, 0.0], [0.0, 0.0, 0.0]]
}

---

(2)
{
  "formula": "C13H7F3N2O4ReS5Sb",
  "method": "the ωB97M-V functional and the def2-TZVPD basis",
  "charge": 2,
  "elements": ["Re", "F", "C", "F", "F", "C", "C", "C", "C", "N", "C", "S", "H", "H", "H", "S", "Sb", "S", "S", "S", "O", "C", "O", "C", "C", "C", "C", "C", "C", "N", "O", "O", "H", "H", "H", "H"],
  "xyz": [[-1.9097, -1.5861, 0.0730], [3.2842, -2.7705, 3.7230], [2.4562, -2.1829, 2.8471], [2.9619, -2.4366, 1.6245], [2.4637, -0.8725, 3.1362], [1.0303, -2.7097, 2.9115], [0.6388, -3.6651, 3.8137], [-0.5940, -4.2495, 3.6208], [-1.4222, -3.8096, 2.6025], [-1.1272, -2.7377, 1.8403], [0.1505, -2.2756, 1.9489], [0.5133, -1.3240, 0.5806], [1.2100, -3.8601, 4.6942], [-0.8503, -5.1015, 4.2374], [-2.4240, -4.2488, 2.4494], [-3.3297, -5.7461, -3.5284], [-3.2195, -3.5111, -2.3944], [-1.5514, -1.9178, -2.1208], [-3.2725, -3.3322, -0.1466], [-5.1891, -4.5065, -3.7809], [-2.4099, 6.0703, -2.3352], [-1.4230, 5.6279, -2.1698], [-2.7889, -0.1888, 0.3155], [-0.1668, 5.1314, -1.9836], [0.8930, 5.9267, -1.4426], [2.1483, 5.3595, -1.2934], [2.3116, 4.0235, -1.5903], [1.2425, 3.2619, -2.0556], [-0.0140, 3.7514, -2.2819], [1.3935, 1.8155, -2.2695], [0.4053, 1.0917, -2.3009], [2.5053, 1.4237, -2.4705], [0.6626, 6.9380, -1.2284], [2.9660, 5.9820, -0.9889], [3.2786, 3.5801, -1.5263], [-0.8235, 3.0491, -2.5104]],
  "forces_ev_per_angstrom": [[1.4, -0.2, 1.1], [-0.5, 0.0, -0.1], [0.1, -0.4, 0.7], [0.0, 0.6, 0.3], [0.2, 0.0, -0.6], [1.1, 0.3, -0.1], [-0.6, 0.6, 0.1], [-0.3, -0.7, -0.2], [-1.6, 0.1, 0.2], [1.0, 0.0, 0.2], [-0.8, -0.5, -0.4], [-1.0, 1.2, -1.5], [0.6, -0.5, 0.2], [-0.4, 0.2, -0.1], [0.7, 0.2, 0.1], [-0.3, 2.1, 0.8], [-2.6, -3.5, -3.6], [1.8, 1.9, -0.9], [-1.7, -1.3, 2.8], [2.3, 0.7, 1.2], [-3.4, 1.3, -0.5], [2.4, -0.3, 0.4], [0.6, -0.8, -0.1], [1.4, -1.1, 0.4], [-0.7, -1.1, -0.9], [-1.0, 0.5, -0.2], [-0.2, -0.3, -0.6], [-0.6, -0.2, 0.3], [0.1, 0.4, 0.8], [-0.1, -1.2, -0.6], [-0.1, 1.0, 0.3], [1.0, 0.0, 0.2], [0.2, 0.9, 0.3], [0.3, 0.0, 0.3], [0.5, -0.4, 0.2], [0.3, 0.5, -0.2]]
}

---

(3)
{
  "formula": "C16H26Br4NO12",
  "method": "the ωB97M-V functional and the def2-TZVPD basis",
  "charge": -1,
  "elements": ["N", "O", "O", "O", "Br", "C", "C", "Br", "H", "H", "H", "H", "Br", "C", "C", "Br", "H", "H", "H", "H", "C", "C", "C", "O", "C", "O", "O", "H", "H", "H", "H", "H", "H", "C", "C", "C", "O", "C", "O", "O", "H", "H", "H", "H", "H", "H", "C", "C", "C", "O", "C", "O", "O", "H", "H", "H", "H", "H", "H"],
  "xyz": [[-0.8407, 2.1803, 1.3059], [-0.5571, 1.0376, 0.8990], [-2.0390, 2.5276, 1.4644], [0.0782, 2.9991, 1.5716], [0.2384, -0.3566, 4.3996], [1.5801, 0.2519, 3.1206], [2.9697, -0.2739, 3.4035], [4.1020, 0.2469, 1.9090], [1.5799, 1.3402, 3.1329], [1.2249, -0.0290, 2.1334], [2.9715, -1.3606, 3.4064], [3.3861, 0.1125, 4.3273], [-5.9199, -0.6017, 1.1368], [-4.4639, 0.5790, 1.7691], [-3.6778, -0.0220, 2.9204], [-2.8119, -1.7109, 2.4141], [-4.9070, 1.4991, 2.1408], [-3.7858, 0.7698, 0.9468], [-4.2639, -0.2128, 3.8115], [-2.9013, 0.7280, 3.0840], [3.3809, 2.7135, -0.8868], [2.9004, 1.3449, -1.2808], [1.5376, 0.9263, -0.7297], [0.7734, 0.5964, -1.8887], [1.4405, 0.9357, -2.9848], [0.9843, 0.9024, -4.0890], [2.6747, 1.3774, -2.7095], [2.6898, 3.5030, -1.1955], [4.2732, 2.9737, -1.4642], [3.5809, 2.8095, 0.1788], [3.6440, 0.5834, -1.0450], [1.0364, 1.6368, -0.0664], [1.6488, 0.0577, -0.0735], [-3.2140, 1.6521, -1.9407], [-2.0974, 0.6111, -1.9088], [-2.5234, -0.7111, -1.2305], [-2.1381, -1.7316, -2.1631], [-1.7301, -1.1366, -3.3346], [-1.3598, -1.7573, -4.2773], [-1.8439, 0.1808, -3.2435], [-4.0907, 1.2375, -2.4344], [-2.8634, 2.5361, -2.4726], [-3.4360, 1.9531, -0.9170], [-1.1935, 0.9535, -1.4029], [-3.6069, -0.7591, -1.1079], [-1.9665, -0.8148, -0.3019], [0.3383, -2.5692, 0.8248], [1.4561, -2.9444, -0.0980], [1.3045, -2.4570, -1.5508], [2.6183, -1.9589, -1.8421], [3.3902, -1.9502, -0.7473], [4.5261, -1.5809, -0.7441], [2.6969, -2.3638, 0.3295], [0.4233, -2.9917, 1.8332], [-0.5965, -3.0361, 0.4967], [0.1731, -1.5056, 1.0128], [1.5865, -4.0268, -0.0077], [0.6094, -1.6235, -1.6282], [1.0095, -3.2708, -2.2053]],
  "forces_ev_per_angstrom": [[-0.2, 1.4, 0.8], [-0.7, -0.5, 0.3], [0.5, -0.5, -0.2], [-0.4, -0.8, -0.3], [0.3, 0.0, 0.0], [0.2, 0.6, -0.3], [-0.6, -0.4, -0.1], [0.1, 0.1, 0.3], [-0.2, 0.0, 0.1], [0.0, -0.2, 0.2], [0.1, 0.0, 0.1], [0.1, 0.1, 0.0], [0.3, 0.5, 0.1], [0.0, -0.7, 0.5], [0.1, 0.2, -0.8], [-0.2, 0.4, 0.3], [-0.2, 0.0, -0.3], [-0.2, 0.1, -0.1], [0.0, 0.0, 0.0], [0.2, -0.3, 0.3], [0.3, 0.8, -0.4], [-0.1, 0.3, -0.1], [0.8, 0.0, 0.9], [-0.1, -0.1, 0.8], [0.2, 0.5, -1.5], [0.1, -0.2, 0.2], [0.2, -0.3, 0.3], [-0.4, -0.3, 0.3], [0.2, -0.3, 0.3], [0.0, -0.1, 0.0], [0.1, 0.1, -0.3], [0.3, 0.2, -0.8], [-0.1, -0.2, -0.4], [0.8, -0.1, 0.2], [-1.2, -0.4, 0.6], [0.1, 0.5, -0.3], [0.4, 0.3, -0.2], [-0.3, -0.5, 0.8], [0.0, -0.1, -0.3], [0.5, 0.5, -0.6], [-0.1, 0.0, 0.0], [-0.1, 0.0, -0.1], [-0.1, 0.0, 0.0], [-0.3, 0.2, -0.6], [0.0, -0.1, 0.3], [-0.3, -0.3, 0.1], [-0.9, -0.2, 1.1], [-0.3, -0.2, 0.4], [0.1, 0.1, 0.9], [-0.1, -0.3, -0.6], [0.1, 0.2, 0.0], [-0.1, -0.2, 0.1], [0.2, 0.0, 0.0], [0.6, -0.1, -0.1], [0.0, 0.3, -0.4], [0.0, 0.1, -0.6], [0.1, 0.0, -0.4], [-0.1, -0.1, -0.1], [0.2, 0.1, -0.3]]
}

---

(4)
{
  "formula": "C5H12NO",
  "method": "the ωB97M-V functional and the def2-TZVPD basis",
  "charge": -1,
  "elements": ["C", "N", "C", "C", "C", "O", "C", "H", "H", "H", "H", "H", "H", "H", "H", "H", "H", "H", "H"],
  "xyz": [[2.1779, -0.6019, 0.2852], [1.6549, 0.4872, -0.5681], [0.4388, 0.1751, -1.2971], [-0.7948, 0.6572, -0.7282], [-1.8678, -0.2940, -0.2715], [-3.0750, -0.2027, 0.2765], [1.4754, -0.5271, 1.6450], [3.2499, -0.4053, 0.3071], [1.9830, -1.6380, -0.1798], [-0.9430, 2.0627, 1.6355], [0.2698, -0.8420, -1.7304], [0.6846, 0.7336, -2.2255], [-1.2731, 1.4960, -1.1782], [-0.9701, 0.2524, 0.4176], [-1.5182, -1.2911, -0.6275], [-0.8696, 2.8096, 1.5816], [1.4699, -1.4245, 2.3202], [0.4860, -0.2162, 1.3778], [1.8699, 0.2182, 2.2653]],
  "forces_ev_per_angstrom": [[-1.3, 0.5, -1.5], [0.6, -1.3, 0.3], [3.0, 0.0, -1.4], [-4.7, -1.7, 0.8], [-4.3, -1.6, -2.1], [4.6, 0.5, -1.9], [0.2, -1.8, 0.2], [0.2, -0.4, 0.5], [0.4, 0.9, 0.5], [0.0, 0.5, 0.0], [0.4, -0.4, 0.6], [-1.1, 0.1, 0.0], [0.1, 1.6, 1.2], [2.2, 2.2, 1.1], [-0.1, -0.2, 1.1], [-0.1, -0.4, 0.1], [-0.1, 0.2, -0.8], [-0.6, -0.2, 0.5], [0.7, 1.5, 0.7]]
}

---

The records above yield energy values of -12172.72900, -3518.47648, -11879.02163, -327.48525 Ha, respectively.
The records above yield energy above the lowest of the compared OMol25 structures with the same formula, charge and spin values of 0.0, 0.0, 9.7, 553.5 kJ/mol, respectively.
The records above yield HOMO values of 0.1, -13.8, -6.4, -1.8 eV, respectively.